(1)
{
  "formula": "C27H47BFN3O15S",
  "method": "wB97M-V/def2-TZVPD",
  "species": ["C", "C", "C", "O", "H", "N", "H", "C", "N", "H", "H", "C", "H", "H", "O", "F", "H", "C", "H", "H", "C", "H", "C", "O", "O", "H", "H", "H", "H", "H", "H", "C", "C", "C", "H", "H", "O", "C", "O", "H", "C", "C", "H", "N", "H", "H", "H", "H", "H", "H", "H", "C", "H", "O", "H", "C", "C", "C", "H", "C", "O", "C", "B", "H", "H", "O", "H", "H", "C", "C", "H", "C", "H", "H", "C", "O", "O", "H", "H", "H", "H", "H", "H", "H", "C", "O", "H", "C", "C", "S", "H", "O", "O", "H", "O"],
  "positions_angstrom": [[4.916, 0.603, 2.755], [-7.066, -6.228, -6.293], [-2.923, -4.944, -5.506], [-6.383, -5.653, -7.090], [-0.172, 1.861, 5.298], [-1.619, -0.807, -0.280], [0.833, -0.748, 1.191], [-1.941, -1.229, 1.095], [0.220, 0.071, -1.779], [0.137, 4.007, 6.230], [5.633, 1.101, 2.108], [-2.240, -1.677, -1.320], [-2.822, -2.519, -0.898], [-4.935, -4.407, -4.885], [-6.970, -7.557, -6.046], [1.738, 2.203, -1.040], [10.253, 0.923, 2.211], [9.769, 1.619, 2.891], [0.383, 5.907, -1.404], [10.852, 1.633, 4.805], [-2.847, 6.507, -1.725], [2.373, 1.761, 4.476], [-0.375, 3.316, 6.903], [-0.173, 2.396, -2.775], [7.671, 1.556, 1.696], [-9.051, -5.484, -6.092], [8.734, 2.751, 5.286], [5.100, 1.477, 4.751], [-8.829, -8.380, -5.692], [-0.284, 2.908, 9.043], [-7.857, -4.671, -5.034], [4.447, 1.501, 3.881], [-7.999, -7.952, -5.124], [-4.101, -3.987, -5.441], [-3.168, 6.843, -2.713], [1.021, 0.509, -4.112], [1.404, 2.284, 8.034], [3.046, 0.975, 4.147], [1.522, 0.177, 2.445], [-1.418, -2.110, -1.934], [-0.227, 1.895, 6.385], [-2.195, 7.661, -1.003], [-1.779, 4.829, -2.665], [1.854, 0.342, -3.546], [-2.949, -5.618, -6.361], [-3.693, 6.122, -1.160], [-7.608, -8.712, -4.447], [1.300, -1.484, -2.676], [10.109, 2.639, 2.701], [-1.700, 4.882, -0.905], [0.797, 4.208, 8.505], [-8.170, -5.621, -5.462], [-2.894, -5.553, -4.598], [-2.758, 8.580, -0.481], [-9.406, -6.707, -4.002], [8.269, 1.569, 2.736], [1.486, -0.436, -2.341], [0.359, 3.251, 8.228], [-2.913, -1.089, -1.972], [-1.713, 5.497, -1.808], [-4.122, -1.907, -4.209], [-1.741, -3.995, -5.526], [-0.180, -0.691, -0.515], [8.389, 1.102, 5.844], [-1.166, -0.971, 1.839], [-2.156, -2.858, -4.752], [-1.409, 3.646, 6.999], [-7.709, -6.508, -3.560], [9.958, 1.216, 4.344], [1.077, 1.462, 7.006], [-0.851, -4.435, -5.077], [-8.391, -6.682, -4.396], [5.356, -0.329, 3.121], [-1.024, 1.242, 6.747], [-3.512, -2.802, -4.718], [7.670, 1.581, 3.959], [-0.733, 2.088, -0.451], [10.019, 0.127, 4.418], [-2.857, -0.663, 1.400], [-2.233, -2.303, 1.155], [-4.425, -3.672, -6.435], [-0.243, 6.723, -2.850], [4.392, 2.536, 3.531], [3.048, 0.152, 4.859], [8.674, 1.703, 4.982], [0.828, -1.209, 0.319], [2.447, -0.235, -4.137], [2.642, 0.452, 2.794], [-0.491, 6.390, -1.839], [0.244, 1.742, -1.508], [-1.496, -3.657, -6.537], [3.724, 0.286, 2.009], [-0.845, 7.542, -1.053], [2.335, -0.382, -1.633], [1.734, 0.515, 6.682]],
  "e_lumo_ha": 0.0186,
  "total_charge": 0
}

---

(2)
{
  "formula": "C33H44N4P2Re",
  "method": "wB97M-V/def2-TZVPD",
  "species": ["C", "C", "N", "C", "C", "C", "H", "N", "H", "C", "C", "H", "C", "C", "C", "H", "H", "H", "C", "H", "C", "H", "H", "H", "H", "H", "H", "H", "C", "C", "H", "C", "H", "C", "H", "C", "H", "H", "H", "C", "H", "H", "H", "H", "H", "H", "H", "H", "C", "C", "H", "H", "H", "H", "C", "H", "C", "H", "C", "H", "H", "C", "H", "C", "C", "H", "C", "P", "H", "C", "C", "H", "C", "H", "N", "P", "Re", "C", "H", "H", "N", "C", "H", "C"],
  "positions_angstrom": [[-1.888, 2.277, -0.840], [-0.522, -0.318, 1.474], [2.062, -2.391, -6.803], [-3.965, -2.141, -7.267], [-4.727, -0.099, -7.782], [0.126, -0.030, -1.146], [3.045, -3.591, -9.726], [-2.215, 1.266, -7.056], [-1.328, -1.392, -7.936], [4.966, 0.776, -6.239], [4.282, 1.155, -7.438], [-2.649, 2.592, -3.582], [0.674, 2.493, -1.065], [1.353, -2.769, -3.053], [2.764, -3.440, -8.698], [-2.525, 2.464, 0.027], [-1.608, 2.932, -9.856], [2.254, -4.050, -5.464], [0.632, 0.398, 2.158], [1.418, 1.494, -3.812], [-0.684, 1.911, -3.892], [-6.511, -0.785, -8.905], [-4.721, 0.978, -7.863], [-2.867, 0.554, -1.598], [0.372, 0.552, 3.213], [1.129, 2.313, -0.085], [2.140, -1.305, -8.672], [1.903, -2.573, -2.119], [0.822, 1.157, -1.818], [-1.882, 1.294, -8.419], [0.480, -3.400, -2.782], [-2.076, 1.704, -3.273], [-0.782, 1.561, -4.935], [0.504, 1.114, -3.320], [-1.455, -2.293, 1.630], [-5.613, -1.020, -8.346], [-1.687, 0.381, -8.960], [-0.428, 2.986, -4.000], [-0.635, 3.660, 0.136], [-2.338, 1.512, -1.806], [4.666, 1.687, -8.293], [0.669, -0.333, -7.899], [0.108, 0.709, -6.615], [-0.950, -2.092, -6.338], [1.916, 0.953, -1.770], [-2.233, 4.520, -7.711], [-0.900, -1.589, 3.163], [-5.570, -3.273, -8.267], [2.373, -3.700, -6.478], [0.263, -0.344, -6.889], [0.295, -2.232, 2.017], [0.823, 1.374, 1.705], [5.985, 0.999, -5.982], [-2.698, 0.100, 1.435], [-2.401, 2.595, -6.640], [4.132, -0.397, -4.469], [2.978, 0.681, -7.344], [-2.694, 2.832, -5.633], [-1.773, 0.478, 1.879], [-2.496, 0.834, -3.806], [2.158, 0.810, -8.028], [4.052, 0.047, -5.452], [-0.835, 3.943, -1.599], [-0.670, 3.159, -0.847], [2.302, -2.238, -8.164], [3.125, -5.403, -7.670], [-0.660, -1.705, 2.096], [1.435, -1.037, -5.653], [1.310, 3.207, -1.571], [-1.828, 2.615, -8.843], [-2.158, 3.439, -7.723], [-1.848, 0.402, 2.974], [-1.038, -1.146, -6.904], [-1.665, 1.533, 1.618], [2.843, -0.005, -6.141], [-2.306, -0.213, -6.019], [0.460, -1.064, -3.740], [2.805, -4.373, -7.619], [-3.274, -2.864, -6.870], [1.984, -3.338, -3.744], [-3.717, -0.783, -7.088], [-5.122, -2.329, -8.016], [1.538, -0.212, 2.100], [-0.256, -0.384, -0.021]],
  "spin_multiplicity": 4,
  "e_lumo_ha": [-0.2125, -0.3346],
  "total_charge": 2
}